Entry A
The following is a DFT calculation (wB97M-V/def2-TZVPD) of C5H4 as an isolated structure.

```
! RIJCOSX wB97M-V def2-TZVPD def2/J DEFGRID3
* xyz 0 1
C 2.1590 -0.6221 0.3802
C 1.1920 -0.0908 -0.1530
C -0.0063 0.6579 -0.3090
C -1.3079 0.0131 -0.0713
C -2.4010 -0.4649 0.1278
H 2.9570 -1.2749 0.1240
H 0.8491 1.1293 0.4918
H -0.0744 1.5260 -0.9543
H -3.3674 -0.8736 0.3638
*
```

LUMO energy in eV: 0.81
Gap between HOMO and LUMO in eV: 9.67
HOMO in eV: -8.9

---

Entry B
The following is a DFT calculation (wB97M-V/def2-TZVPD) of C5H4 as an isolated structure.

```
! RIJCOSX wB97M-V def2-TZVPD def2/J DEFGRID3
* xyz 0 1
C -2.4158 0.2893 0.0097
C -1.6136 -0.8335 -0.0102
C 0.1465 0.0194 -0.0065
C -1.1446 0.8502 -0.0284
C -0.4073 -1.3562 -0.0073
H 0.7667 0.1492 -0.7916
H 0.4608 0.3094 1.0135
H -1.1055 1.9604 0.0409
H -0.0118 -2.2772 0.0585
*
```

LUMO energy in eV: 0.37
Gap between HOMO and LUMO in eV: 9.41
HOMO in eV: -9.0

---

Entry C
The following is a DFT calculation (wB97M-V/def2-TZVPD) of an isolated molecule of C5H4.

```
! RIJCOSX wB97M-V def2-TZVPD def2/J DEFGRID3
* xyz 0 1
C 0.0627 0.5575 2.9937
C 0.0776 0.0465 1.7934
C -0.1282 -0.0552 -0.7907
C -0.2633 -0.1145 0.5939
C -0.3782 -0.4654 -2.1151
H 0.8235 0.5696 3.7365
H 0.5077 0.7204 -0.8923
H -0.7543 -1.4041 -2.4174
H 0.0524 0.1453 -2.9019
*
```

LUMO energy (spin up / spin down) in eV: -1.39 / -1.16
Gap between HOMO and LUMO (spin up / spin down) in eV: 6.54 / 6.73
HOMO (spin up / spin down) in eV: -7.9 / -7.9

---

Going by the energies, entry A is most stable and the next is 7.2 kcal/mol up.

---

Entry A
The following is a DFT calculation (wB97M-V/def2-TZVPD) of an isolated ion of composition C5H14N2 and charge +2.

```
! RIJCOSX wB97M-V def2-TZVPD def2/J DEFGRID3
* xyz 2 1
C -2.4023 1.1205 -0.8460
C -0.9299 1.1254 -0.6511
N -0.1842 0.9320 -1.9453
C -0.4999 -0.0660 0.3406
C 0.8246 -0.1821 0.8071
C 1.3346 -1.3987 1.0678
N 2.5547 -1.6524 1.8085
H -2.8754 1.8235 -1.5054
H -2.8991 0.2040 -1.2423
H -2.9836 1.0771 0.1161
H -0.5708 2.1506 -0.2942
H 0.7106 1.1996 -1.8580
H -0.7428 1.3855 -2.7679
H -0.0075 -0.1046 -2.0794
H -0.9631 -1.0478 0.1307
H -1.0733 0.0583 1.2978
H 1.4387 0.7154 0.9154
H 0.5877 -2.2851 0.7274
H 3.3085 -1.6855 1.0894
H 2.6263 -2.5255 2.3516
H 2.7461 -0.8444 2.5372
*
```

SMILES string: C[C@H]([NH3+])C/C=C/[NH3+]
LUMO energy in eV: -7.00
Gap between HOMO and LUMO in eV: 11.25
HOMO in eV: -18.3

---

Entry B
The following is a DFT calculation (wB97M-V/def2-TZVPD) of a 2-piece molecular cluster, C5H14N2 overall.

```
! RIJCOSX wB97M-V def2-TZVPD def2/J DEFGRID3
* xyz 2 1
C 0.2095 -0.6450 0.0743
C -3.1160 -0.5836 -0.4597
C 0.9192 -0.7593 1.2896
C 1.3396 1.5663 -0.0287
C 2.4743 -0.5319 -0.7158
N -2.4181 0.4447 0.2226
N 1.3612 0.1250 0.0363
H -0.4030 -1.2178 -0.5842
H -3.0854 -0.6021 -1.5169
H -4.1732 -0.1562 -0.6613
H -3.0548 -1.5623 -0.1604
H 0.6169 -0.0182 2.1814
H -2.5640 0.3414 1.2132
H 1.5016 -1.5675 1.7033
H 1.5972 1.9144 -1.0389
H 0.3108 2.0054 0.3174
H 2.1717 1.9092 0.6905
H 3.3247 -0.5900 0.0089
H 2.4297 -1.5999 -0.9216
H 2.7621 0.1973 -1.4804
H -2.2040 1.3300 -0.1696
*
```

LUMO energy (spin up / spin down) in eV: -11.56 / -9.65
Gap between HOMO and LUMO (spin up / spin down) in eV: 6.43 / 10.39
HOMO (spin up / spin down) in eV: -18.0 / -20.0

---

Going by the energies, entry A is most stable and the next is 123.8 kcal/mol up.